Record 1
{
  "formula": "C20H37MoN2O2P2",
  "method": "ωB97M-V with the def2-TZVPD basis set",
  "spin_multiplicity": 3,
  "orbital_gap_ev": [6.331, 6.533],
  "homo_energy_ev": [-10.0, -9.9],
  "e_above_lowest_kj_mol": 0.0,
  "charge": 1,
  "lumo_energy_ev": [-3.674, -3.388],
  "symbols": ["C", "C", "N", "C", "C", "C", "C", "P", "Mo", "P", "C", "O", "O", "H", "H", "H", "C", "C", "H", "H", "H", "H", "C", "C", "H", "H", "H", "H", "H", "H", "H", "H", "H", "H", "H", "H", "H", "H", "H", "H", "H", "H", "C", "N", "C", "C", "C", "C", "C", "C", "C", "C", "H", "H", "H", "H", "H", "H", "H", "H", "H", "H", "H", "H"],
  "xyz": [[0.87830, -1.59390, -4.35724], [0.89774, -1.29977, -2.99728], [-0.25483, -1.34267, -2.28342], [-1.44509, -1.50643, -2.89316], [-1.49890, -1.89053, -4.21565], [-0.32681, -1.93372, -4.95898], [2.20653, -1.06684, -2.30515], [2.05820, -0.63301, -0.49487], [-0.20528, -0.93561, -0.13389], [-2.58675, -0.42341, -0.55382], [-2.70767, -1.44751, -2.08499], [2.32473, 3.31546, -4.35624], [-1.32803, 2.41949, -2.87624], [1.82720, -1.62102, -4.87910], [-2.48259, -2.12228, -4.59838], [-0.35836, -2.21690, -6.00494], [3.05744, -2.04364, 0.09174], [3.08955, 0.82747, -0.35400], [-3.51494, -0.97784, -2.68284], [-3.03165, -2.46315, -1.77550], [2.81763, -0.36044, -2.85055], [2.75894, -2.03438, -2.35487], [-3.75109, -1.17149, 0.58354], [-3.29092, 1.14054, -1.03691], [-0.90219, 2.47281, -3.73358], [-0.87304, 3.12146, -2.40062], [1.69151, 2.71937, -3.89938], [2.74952, 2.65552, -4.91759], [-0.28506, -2.57671, 0.03691], [-1.53187, 0.04417, 0.59972], [4.05516, -1.97238, -0.36005], [3.14640, -2.05401, 1.18032], [2.58785, -2.98189, -0.22814], [4.14187, 0.52225, -0.39611], [2.86640, 1.51700, -1.18004], [2.90053, 1.33277, 0.59791], [-4.29400, 0.93098, -1.42289], [-3.34469, 1.80559, -0.16907], [-2.68492, 1.60935, -1.82284], [-4.75983, -0.90820, 0.24771], [-3.60095, -2.25409, 0.61091], [-3.57271, -0.78140, 1.58734], [1.57715, 3.17909, 3.91483], [1.52823, 2.04991, 3.02635], [2.36020, 0.93592, 3.38974], [0.28495, 1.76514, 2.33139], [-0.37692, 0.49428, 2.82062], [-1.11918, 0.58578, 4.00306], [-1.64356, -0.58486, 4.57554], [-1.49723, -1.82265, 3.94531], [-0.82340, -1.89587, 2.72301], [-0.29789, -0.73762, 2.13058], [1.07930, 2.98306, 4.88570], [1.08782, 4.04253, 3.44399], [2.62883, 3.41543, 4.12842], [1.94979, 0.34368, 4.22820], [2.48326, 0.25555, 2.53462], [3.34027, 1.32901, 3.69266], [-0.37202, 2.63975, 2.48949], [0.48079, 1.69217, 1.24102], [-1.27327, 1.58536, 4.45702], [-2.16625, -0.50358, 5.52902], [-1.92403, -2.74686, 4.39359], [-0.73017, -2.82626, 2.15812]]
}



Record 2
{
  "formula": "C20H37N4NbTe",
  "method": "ωB97M-V with the def2-TZVPD basis set",
  "spin_multiplicity": 1,
  "orbital_gap_ev": 7.529,
  "homo_energy_ev": -7.6,
  "lumo_energy_ev": -0.033,
  "symbols": ["Nb", "N", "N", "N", "N", "H", "C", "H", "H", "H", "C", "H", "H", "C", "H", "H", "H", "H", "C", "H", "H", "C", "H", "C", "H", "H", "H", "C", "H", "H", "H", "H", "C", "H", "H", "C", "H", "C", "H", "H", "H", "H", "C", "C", "H", "H", "C", "H", "C", "H", "H", "Te", "C", "C", "C", "C", "C", "C", "H", "H", "H", "H", "H"],
  "xyz": [[-0.06232, -0.30935, 0.07698], [0.81191, 1.33960, 1.05915], [1.50074, -1.62177, 0.52394], [-0.66830, 0.88852, -1.48569], [0.03143, -1.27892, -1.71926], [2.62719, 0.42355, 1.64774], [2.07365, 1.35805, 1.77368], [1.91991, 1.53410, 2.85258], [2.69077, 2.19355, 1.40618], [0.77348, 3.42819, 1.19398], [0.10266, 2.57079, 1.38611], [-0.16642, 2.60001, 2.45839], [-0.81357, 2.71511, 0.79980], [2.65584, -2.14009, -0.19833], [2.46770, -3.16977, -0.55430], [2.94362, -1.52280, -1.05814], [3.52467, -2.18863, 0.48446], [1.40171, -3.44926, 1.54161], [1.32818, -2.37043, 1.74982], [2.11572, -2.11201, 2.47533], [0.34961, -2.18728, 2.21579], [-1.45326, 2.02827, -1.92835], [-0.81313, 2.90852, -1.72935], [-2.74292, 2.20350, -1.11226], [-2.61789, 2.06435, -0.02716], [-3.10206, 3.22896, -1.29723], [-3.52093, 1.50296, -1.45842], [-1.82214, 2.03999, -3.40258], [-2.24198, 3.02665, -3.61305], [-0.96784, 1.90673, -4.06306], [-2.59013, 1.29952, -3.64076], [-0.18511, -3.59087, -4.21499], [-0.40463, -2.60189, -3.79460], [-1.49361, -2.49287, -3.76907], [0.02161, -1.85698, -4.46850], [0.20406, -2.52861, -2.39963], [1.29696, -2.66720, -2.51753], [-0.30049, -3.69412, -1.55852], [0.14804, -3.72575, -0.55782], [-1.39360, -3.65799, -1.43912], [-0.04787, -4.63360, -2.07147], [-1.03419, -0.25342, -3.19993], [-0.23046, -0.06694, -2.46908], [2.58424, 0.99577, -1.37537], [2.05029, 1.93135, -1.14774], [3.43734, 0.75440, -0.69182], [2.24993, 0.23961, -2.41679], [2.93761, -0.47103, -2.89626], [0.98636, 0.41574, -3.21113], [0.85278, 1.46135, -3.50418], [1.04872, -0.19284, -4.11827], [-2.13763, -0.88489, 1.59776], [-1.61845, 0.06847, 3.45081], [-2.76122, 0.57300, 4.09093], [-2.64861, 1.17011, 5.35174], [-1.38638, 1.30786, 5.94740], [-0.24328, 0.83212, 5.29910], [-0.35535, 0.18351, 4.05191], [-3.71544, 0.46331, 3.57984], [-3.55127, 1.51689, 5.85706], [-1.30719, 1.78007, 6.93069], [0.74069, 0.95029, 5.75759], [0.52022, -0.23551, 3.54938]]
}



no.,energy (eV)
1,-48839.551
2,-36142.489